Below is a molecular structure, C26H49HgNO4Si2, with properties calculated with ωB97M-V/def2-TZVPD.

Summary:
2S+1 ... 1
Highest occupied orbital energy ... -8.02 eV
DFT total energy ... -57365.311 eV
Energy relative to the best compared isomer or geometry (same formula, charge and spin) ... 25.8 kcal/mol
Lowest unoccupied orbital energy ... 0.01 eV
Frontier orbital gap ... 8.03 eV
Maximum force ... 0.0800 Eh/bohr

Geometry (Å):
Hg  -0.0996  -0.7235  0.5338
Si  -3.4818  0.1674  1.0839
Si  3.1613  0.3530  0.2976
O  0.0105  1.8272  1.3491
O  0.7179  2.0086  -5.4580
O  -0.4659  -1.7958  -1.6988
O  -1.4939  2.8555  2.7488
N  0.0935  -0.0108  3.5288
C  0.9860  -1.1196  6.9424
C  -3.0107  1.7231  0.1408
C  1.0871  -3.0023  5.4133
C  0.3313  1.1376  6.0672
C  -0.1150  1.2748  3.7090
C  -0.0960  -3.0618  -2.4066
C  0.5588  -0.2571  5.9115
C  0.4586  -0.8020  4.5729
C  2.8439  2.2014  0.1286
C  -1.1932  3.1342  -4.4423
C  -2.0003  -0.9592  1.4159
C  -1.1266  -4.1420  -2.0797
C  -4.2011  0.7074  2.7266
C  1.7421  -0.6701  -0.7621
C  1.2666  -2.4709  6.7237
C  4.8086  -0.1280  -0.4368
C  -1.6346  -1.1347  -3.9451
C  0.6941  -2.1850  4.3769
C  -1.4874  -0.9564  -2.4434
C  3.2339  0.1057  2.1636
C  2.5233  0.7352  -6.4479
C  -4.8887  -0.6902  0.1636
C  2.0109  1.4469  -5.1894
C  -0.0091  1.9137  4.9793
C  0.2531  2.6822  -4.2707
C  -0.5496  2.0658  2.4777
H  -4.7421  -0.6860  -0.9256
H  -0.7865  -0.7155  -4.4980
H  -5.8179  -0.1446  0.3949
H  0.8823  -3.3531  -1.9740
H  -3.5331  1.4372  3.2087
H  3.5237  0.3593  -6.2419
H  -5.0134  -1.7312  0.4900
H  2.8564  -0.8743  2.4900
H  0.7868  -0.9912  -1.4427
H  1.9480  0.7020  -4.3557
H  2.5765  1.4430  -7.3006
H  -1.7443  -0.9337  2.4980
H  -5.1750  1.1750  2.5194
H  4.9751  0.2734  -1.4386
H  -3.3640  1.6832  -0.8977
H  0.5643  -2.5883  3.3559
H  -4.3443  -0.1537  3.3951
H  -0.0046  -2.8820  -3.4889
H  1.5870  -3.1274  7.5397
H  -1.3804  3.4867  -5.4612
H  5.6603  0.2107  0.1521
H  0.3893  1.5738  7.0610
H  -0.8891  -5.1274  -2.5610
H  1.3430  -4.0466  5.2306
H  1.9110  2.4695  0.6591
H  -3.5038  2.5568  0.6644
H  0.9071  3.5693  -4.0524
H  1.0847  -0.6887  7.9439
H  1.8613  -0.0965  -6.7152
H  -1.9336  1.9367  0.1654
H  3.6517  2.8049  0.5700
H  -2.1029  -3.8466  -2.4748
H  2.7476  2.2189  -4.8776
H  2.7499  2.5110  -0.9163
H  2.2453  -1.6561  -0.7821
H  -1.4301  3.9465  -3.7512
H  1.9766  -0.0104  -1.6368
H  -1.7841  -2.2060  -4.1474
H  -1.2126  -4.3017  -0.9837
H  4.2633  0.2040  2.5426
H  -0.2268  2.9823  4.9814
H  4.9159  -1.2099  -0.5225
H  -2.4801  -1.1241  -1.9479
H  -1.2102  0.1187  -2.2548
H  0.3121  2.0404  -3.3562
H  2.6420  0.8833  2.6822
H  -1.8819  2.2973  -4.2558
H  -2.5387  -0.6236  -4.2720
H  -2.1898  -1.9959  1.1138


Below is 12 unconnected molecules or ions with the total composition C26H50Br6O19, with properties calculated with ωB97M-V/def2-TZVPD.

Summary:
2S+1 ... 1
Highest occupied orbital energy ... -10.25 eV
DFT total energy ... -486927.098 eV
Lowest unoccupied orbital energy ... -0.15 eV
Frontier orbital gap ... 10.11 eV
Maximum force ... 0.1058 Eh/bohr

Geometry (Å):
Br  -2.6029  6.7103  4.7323
Br  1.8534  5.3307  10.7235
Br  -3.5995  3.8565  1.3531
Br  0.4153  7.0885  -2.6740
Br  0.6300  0.9337  9.4962
Br  4.3263  5.9332  -5.1250
O  -3.8665  -8.8222  -2.7800
O  1.0207  -6.3694  5.6914
O  -3.5918  0.9465  -7.9318
O  2.5359  1.2425  2.4355
O  7.3305  5.8284  0.6534
O  3.6074  -7.3114  1.7512
O  0.8298  -0.3340  2.3634
O  4.2077  -6.9039  -3.2324
O  -2.4723  -8.0365  -1.3033
O  1.8641  0.2986  0.5992
O  -2.7376  2.5975  -8.9881
O  -2.5568  -7.2855  -3.4129
O  -8.5712  0.3776  3.5359
O  5.8826  0.7461  -5.2442
O  -8.7964  -1.8090  3.7579
O  8.7086  4.4381  1.5571
O  8.2048  4.2003  -0.7097
O  -6.8524  -1.0154  3.7680
O  -4.9255  1.8572  -9.4802
C  -1.7556  1.9483  -8.3842
C  1.0574  -0.7039  0.1122
C  1.1998  3.4241  10.8104
C  -3.9002  1.8479  -8.8175
C  -3.6422  5.9285  3.2811
C  -3.1817  4.5132  3.1489
C  -8.0750  -0.7080  3.6113
C  -5.5223  -2.6904  4.6886
C  2.1526  7.0619  -3.5591
C  -6.6106  -2.3988  3.6521
C  7.3070  6.2123  2.0681
C  -5.7571  -8.2477  -4.1243
C  1.3229  2.7570  9.4905
C  -7.9815  -2.9207  3.9277
C  8.1005  4.7461  0.3962
C  -2.9151  -8.0286  -2.4296
C  9.8857  6.0715  2.4498
C  -1.7421  -0.1800  -7.1650
C  -2.3577  1.1299  -7.3683
C  2.6877  5.7146  -3.9378
C  -4.2789  -8.7267  -4.0951
C  1.7912  0.4669  1.8580
C  8.5395  5.4271  2.5353
C  -3.2699  -7.6525  -4.6356
C  1.8732  -1.5973  -0.8805
C  0.5350  -1.4123  1.3964
H  2.8695  7.7104  -3.0555
H  2.8856  -7.8922  1.5106
H  1.1609  -2.2914  1.5498
H  -3.4057  6.3451  2.3020
H  6.4244  1.4789  -4.9514
H  1.3570  -2.4454  -1.3305
H  0.8098  3.2932  8.6922
H  -2.3977  -0.7615  -6.5168
H  2.3151  2.7405  9.0395
H  0.2764  -0.1175  -0.3718
H  -6.1794  -8.4494  -5.1087
H  2.8737  5.1706  -3.0118
H  9.7106  6.7795  1.6398
H  5.4573  1.0651  -6.0402
H  5.0313  -6.7054  -3.6778
H  10.0259  6.6052  3.3898
H  2.3324  -1.0699  -1.7166
H  -0.7484  -0.1539  -6.7178
H  -2.4795  1.7608  -6.4879
H  -4.7143  5.9513  3.4762
H  -6.3332  -2.6821  2.6368
H  2.7043  -2.0812  -0.3674
H  1.7925  2.7917  11.4714
H  10.7352  5.4122  2.2720
H  3.5295  -6.5948  -3.8331
H  -4.6321  -2.1259  4.4109
H  -5.9034  -7.2606  -3.6859
H  -1.2137  1.3186  -9.0899
H  6.3458  5.9154  2.4875
H  2.0568  7.6933  -4.4424
H  -4.2593  -9.6669  -4.6462
H  -0.4968  -1.7521  1.3056
H  7.4654  7.2779  2.2339
H  -2.0969  4.4088  3.1708
H  -8.0723  -3.2590  4.9599
H  1.3158  -7.2608  5.5054
H  -6.3664  -8.9523  -3.5582
H  1.2579  -5.8701  4.9100
H  2.0236  5.1996  -4.6319
H  -1.1303  2.6937  -7.8927
H  -5.1988  -3.7283  4.6097
H  -5.8397  -2.3986  5.6897
H  -2.4867  -8.1161  -5.2354
H  -8.4254  -3.6234  3.2225
H  0.2231  3.2310  11.2541
H  -3.7004  3.8795  3.8682
H  3.9838  -7.0372  0.9150
H  8.3824  4.9133  3.4837
H  -1.8121  -0.9258  -7.9568
H  -3.7601  -6.8945  -5.2466


Below is 7 unconnected molecules or ions with the total composition C26H50N4O6, with properties calculated with ωB97M-V/def2-TZVPD.

Summary:
2S+1 ... 1
Highest occupied orbital energy ... -9.08 eV
DFT total energy ... -46017.298 eV
Energy relative to the best compared isomer or geometry (same formula, charge and spin) ... 0.0 kcal/mol
Lowest unoccupied orbital energy ... 0.59 eV
Frontier orbital gap ... 9.67 eV
Maximum force ... 0.0487 Eh/bohr

Geometry (Å):
O  -0.5302  -1.3305  4.4648
O  4.0902  0.1314  2.7797
O  1.7060  -2.0673  -7.1376
O  -0.3473  -1.7879  0.0590
O  0.9675  1.4957  -2.8138
O  1.4470  3.8254  2.8527
N  -3.9488  1.7251  -1.0306
N  4.6435  -0.9148  0.8614
N  -2.1641  -0.4620  0.1719
N  -0.2058  -2.7744  -8.1173
C  2.8717  1.1989  -1.4954
C  -1.7446  -3.3418  4.4642
C  6.0522  -0.5306  0.8509
C  1.9543  2.8808  3.7757
C  -0.4676  -2.6631  3.9873
C  -2.7078  -2.1529  4.6532
C  -4.3297  3.7343  0.8618
C  0.4925  -2.2162  -7.1011
C  -0.3483  2.4953  3.4786
C  1.5203  1.9300  -1.5466
C  1.8633  0.6769  -3.5289
C  0.0104  3.7540  2.7105
C  -0.2894  -1.9080  -5.8392
C  -1.2571  -1.1724  -0.4974
C  2.7445  0.0255  -2.4332
C  -1.3860  -1.2888  -1.9922
C  -1.7894  -0.9748  4.9945
C  -5.3754  2.8994  0.4642
C  0.7264  2.2989  4.5194
C  -2.9215  2.4634  -0.6327
C  0.4513  -3.4232  -9.2376
C  -3.0977  3.4773  0.3032
C  3.8010  -0.6390  1.8789
C  -2.2916  -0.3136  1.6123
C  2.4763  -1.3751  1.8116
C  -5.1518  1.9041  -0.4728
H  0.8674  1.2819  4.8827
H  -6.3740  2.9771  0.8785
H  -2.6260  0.6924  1.8917
H  -2.2132  -0.7860  -2.4903
H  -0.4850  -2.6756  2.8902
H  -1.5312  -3.8687  5.3969
H  3.0607  0.9675  -0.4439
H  -5.9883  1.2647  -0.7195
H  0.5053  2.8865  5.4154
H  6.1895  0.4711  0.4360
H  6.5630  -1.2539  0.2225
H  -2.1838  -0.0832  4.5044
H  2.3050  -0.8881  -2.0355
H  3.6855  1.8300  -1.8569
H  -1.3550  2.4438  3.9095
H  2.4290  2.0213  3.2926
H  -1.1749  -2.5077  -8.1480
H  0.4523  -3.1188  4.3473
H  -4.5140  4.6233  1.4475
H  -1.5227  -2.3645  -2.1445
H  -1.7694  -0.8888  6.0824
H  3.7269  -0.1473  -2.8785
H  1.3394  0.0012  -4.2056
H  2.6799  3.3460  4.4411
H  0.8677  1.5048  -0.7847
H  -0.1797  3.6020  1.6496
H  -3.4687  -2.3207  5.4208
H  -2.9837  -0.0514  -0.2523
H  -1.3399  -0.3839  2.1359
H  0.3351  -2.2066  -4.9987
H  -2.1404  -4.0522  3.7406
H  4.3632  -1.5580  0.1458
H  -0.5004  4.6538  3.0542
H  -3.3285  -2.0084  3.7687
H  -0.4454  1.7066  2.7235
H  -1.9221  2.2335  -0.9788
H  6.4120  -0.4635  1.8753
H  1.6475  3.0025  -1.6698
H  -0.2879  -3.6021  -10.0163
H  2.3145  -2.0091  0.9425
H  -1.1959  -2.5121  -5.8643
H  -0.4307  -1.0830  -2.4711
H  2.4955  1.2961  -4.1866
H  2.4052  -2.0419  2.6744
H  -2.3012  4.1236  0.6578
H  -0.5128  -0.8557  -5.6648
H  0.8581  -4.3718  -8.8941
H  1.2183  -2.7779  -9.6627
H  1.6759  -0.6447  1.9248
H  -3.0866  -0.9842  1.9349


Below is a molecular structure, C26H50NP3SeTi, with properties calculated with ωB97M-V/def2-TZVPD.

Summary:
2S+1 ... 2
Highest occupied orbital energy (alpha / beta) ... -15.05 / -15.05 eV
DFT total energy ... -145563.489 eV
Charge ... +3
Energy relative to the best compared isomer or geometry (same formula, charge and spin) ... 16.0 kcal/mol
Lowest unoccupied orbital energy (alpha / beta) ... -9.26 / -9.03 eV
Frontier orbital gap (alpha / beta) ... 5.79 / 6.02 eV
Maximum force ... 0.0405 Eh/bohr

Geometry (Å):
Se  -0.2608  2.6701  -3.2337
Ti  -0.1921  0.0985  0.0691
P  2.2185  0.4182  -0.1871
P  0.0816  2.0825  1.4279
P  -2.6089  0.7616  0.2634
N  1.2733  -1.2681  4.6524
C  0.6939  2.2709  -5.9014
C  -0.7923  -3.9218  -3.9604
C  0.8374  1.6073  -7.1320
C  0.0629  1.6335  -4.8044
C  1.8575  -2.4826  4.0781
C  -0.2151  0.2564  -4.9089
C  3.2758  1.7690  -0.8201
C  -1.9992  -3.0544  1.5269
C  0.4673  0.2455  -7.2315
C  -0.3929  -1.1471  2.8339
C  -1.1171  -4.0895  -5.2715
C  -0.2234  -1.4143  1.4580
C  -0.0047  3.7047  0.5627
C  1.6752  2.4962  2.2556
C  -1.0956  2.4260  2.7939
C  0.6191  -0.3809  3.6164
C  3.3100  -0.4827  0.9793
C  -0.0839  -0.3936  -6.1242
C  -1.3710  -1.8359  3.5491
C  -2.1640  -2.7632  2.8777
C  -3.4837  0.1931  1.7669
C  2.0471  -0.8115  -1.5249
C  -0.9790  -2.4117  0.8058
C  -3.3315  -0.3026  -1.0145
C  2.3381  -0.5179  5.3850
C  -3.2385  2.4377  -0.1205
H  -0.5180  -0.3375  -4.0520
H  3.3812  2.5881  -0.0936
H  1.8953  0.3539  5.8847
H  1.2389  2.1882  -7.9808
H  3.3211  -0.0495  1.9871
H  0.2085  0.4664  4.1748
H  0.2353  4.4287  1.3537
H  1.0981  -3.1033  3.6324
H  -2.5938  -3.8623  1.0804
H  2.6252  -2.2320  3.3518
H  -4.2829  0.1736  -1.2923
H  -4.5317  -0.0071  1.5111
H  -2.0692  2.7817  2.4362
H  -1.1586  -3.0694  -3.3240
H  -3.4238  0.9226  2.5835
H  3.0483  -0.8941  -1.9604
H  -3.4694  -1.3151  -0.6039
H  -3.3175  3.0821  0.7678
H  -0.6252  3.2336  3.3707
H  1.6153  3.5809  2.4169
H  -1.3092  1.6596  -2.8156
H  1.8040  1.9785  3.2127
H  0.5131  -1.5042  5.3273
H  2.9956  -1.5311  1.0460
H  2.3128  -3.0254  4.8912
H  0.7543  3.7615  -0.2283
H  -0.4215  -1.4267  -6.1933
H  -0.6696  -2.7806  -0.1850
H  1.7325  -1.7888  -1.1285
H  -2.9009  -3.3049  3.4610
H  3.0993  -0.2017  4.6544
H  -0.9956  3.9174  0.1485
H  2.8190  2.1564  -1.7417
H  -0.1891  -4.7225  -3.5044
H  -3.0440  -0.7457  2.1172
H  4.2719  1.3602  -1.0496
H  -0.9351  -5.0541  -5.8081
H  -1.6312  -3.3774  -5.9513
H  1.0948  3.2866  -5.7766
H  1.4186  0.0367  2.9961
H  2.7863  -1.1984  6.1168
H  0.5924  -0.3318  -8.1450
H  2.5370  2.3038  1.6050
H  -2.5951  2.9027  -0.8808
H  1.3563  -0.4788  -2.3110
H  -4.2386  2.3153  -0.5556
H  -1.2606  1.5697  3.4570
H  -2.6692  -0.3136  -1.8911
H  4.3359  -0.4614  0.5846
H  -1.4455  -1.7244  4.6371